1.
Computed, not measured: an isolated molecule of C4H7NO2, with ωB97M-V/def2-TZVPD.

Calculated values
Gap between HOMO and LUMO (eV): 10.6
E (eV): -9845.16363
Energy above the lowest of the compared OMol25 structures with the same formula, charge and spin (eV): 2.116
SMILES: [H]/N=C(\C)OCC=O

XYZ file:
```
14
Properties=species:S:1:pos:R:3:forces:R:3
C 0.458 -0.542 -1.175 0.0 -0.1 -0.1
C -0.377 -1.071 -0.006 -0.2 -0.3 -0.2
N -1.334 -1.887 -0.082 0.3 0.3 -0.2
O -0.002 -0.697 1.260 0.1 -0.1 -0.1
C 0.475 0.621 1.354 0.1 0.2 0.0
C -0.340 1.545 0.459 -0.3 0.1 0.1
O -1.487 1.318 0.169 0.6 0.4 0.2
H 1.270 -1.248 -1.375 -0.1 0.0 0.0
H -0.164 -0.448 -2.069 0.0 -0.2 0.2
H 0.935 0.436 -1.039 -0.1 -0.3 0.1
H -1.541 -2.083 -1.058 0.1 -0.2 0.0
H 0.352 0.956 2.391 -0.1 -0.1 -0.1
H 1.550 0.683 1.126 -0.2 0.1 -0.1
H 0.205 2.416 0.043 -0.1 0.1 0.2
```
Positions in Å, forces in eV/Å.

Here are the Löwdin charges for atoms 1 to 2, given in e: number 1, C, carries -0.0097; number 2, C, carries -0.4972


2.
Computed, not measured: an isolated molecule of C4H7NO2, with ωB97M-V/def2-TZVPD.

Calculated values
Gap between HOMO and LUMO (eV): 10.8
E (eV): -9845.79648
Energy above the lowest of the compared OMol25 structures with the same formula, charge and spin (eV): 1.483
SMILES: O[C@@H]1CN=COC1

XYZ file:
```
14
Properties=species:S:1:pos:R:3:forces:R:3
O 0.676 0.619 1.647 -0.1 -0.2 0.1
C 0.201 0.915 0.349 -0.1 0.0 -0.3
C 1.072 0.288 -0.737 0.1 0.2 0.0
O 0.715 -1.083 -1.025 0.0 0.0 0.1
C -0.267 -1.650 -0.299 -0.2 0.0 0.2
N -1.213 -1.069 0.315 0.3 -0.2 -0.3
C -1.215 0.383 0.142 0.0 0.2 0.0
H 0.297 -0.234 1.904 0.1 0.1 0.0
H 0.232 2.006 0.251 0.0 -0.2 -0.1
H 0.986 0.848 -1.674 0.0 -0.1 0.1
H 2.118 0.267 -0.422 -0.1 0.1 0.0
H -0.175 -2.736 -0.290 0.0 0.1 0.0
H -1.551 0.627 -0.875 0.0 0.0 0.1
H -1.914 0.831 0.852 0.1 -0.1 -0.1
```
Positions in Å, forces in eV/Å.

Here are the Löwdin charges for atoms 1 to 2, given in e: number 1, O, carries -0.0201; number 2, C, carries -0.3628


3.
Computed, not measured: a cluster of 2 separate species, C4H7NO2 in total, with ωB97M-V/def2-TZVPD.

Calculated values
Gap between HOMO and LUMO (eV): 8.8
E (eV): -9841.74798
Energy above the lowest of the compared OMol25 structures with the same formula, charge and spin (eV): 5.532

XYZ file:
```
14
Properties=species:S:1:pos:R:3:forces:R:3
N 1.670 0.758 1.719 -0.2 0.1 0.0
C 1.159 1.370 0.616 0.0 0.1 0.0
O 0.506 2.394 0.599 0.3 -0.4 0.0
C 0.195 -1.480 -0.138 -0.4 0.0 -0.3
C -1.189 -1.324 -0.398 0.2 -0.3 0.5
C -1.339 -0.070 -1.238 0.1 0.4 -0.2
O -1.733 -1.301 -1.737 0.0 0.0 -0.1
H 1.342 1.106 2.610 0.1 -0.1 -0.1
H 1.802 -0.243 1.639 0.0 0.2 0.0
H 0.682 -1.602 -1.125 0.0 0.0 0.1
H 1.444 0.827 -0.307 -0.1 0.2 0.1
H -1.945 -1.451 0.373 0.1 0.0 -0.1
H -0.482 0.398 -1.719 -0.1 -0.1 0.1
H -2.112 0.618 -0.895 0.1 -0.1 0.0
```
Positions in Å, forces in eV/Å.

Here are the Löwdin charges for atoms 1 to 2, given in e: number 1, N, carries 0.1113; number 2, C, carries -0.4575


4.
Computed, not measured: an isolated molecule of C4H7NO2, with ωB97M-V/def2-TZVPD.

Calculated values
Gap between HOMO and LUMO (eV): 10.8
E (eV): -9843.72082
Energy above the lowest of the compared OMol25 structures with the same formula, charge and spin (eV): 3.559
SMILES: C/C(=N\O)[C@H]1CO1

XYZ file:
```
14
Properties=species:S:1:pos:R:3:forces:R:3
C -1.297 -1.157 -0.156 0.0 0.0 0.0
C -0.386 0.034 -0.103 0.0 0.3 0.1
N -0.684 1.156 0.431 0.3 -0.5 -0.3
O -1.969 1.152 0.947 -0.3 0.2 0.2
C 0.983 -0.039 -0.698 -0.1 0.1 -0.1
C 2.134 0.459 0.047 0.1 0.3 0.1
O 1.889 -0.938 -0.071 0.0 -0.2 0.1
H -2.246 -0.896 -0.635 0.1 0.0 0.1
H -0.830 -1.987 -0.691 0.0 0.2 0.1
H -1.536 -1.485 0.862 0.0 0.0 -0.1
H -2.051 2.045 1.305 -0.1 -0.2 0.0
H 1.025 -0.058 -1.790 0.0 0.0 0.2
H 3.006 0.835 -0.485 -0.1 -0.1 0.0
H 1.964 0.877 1.038 0.0 -0.1 -0.2
```
Positions in Å, forces in eV/Å.

Here are the Löwdin charges for atoms 1 to 2, given in e: number 1, C, carries -0.0162; number 2, C, carries -0.3000


E of number 2 (C4H7NO2)?
-9845.79648 eV


What is the formula in the third record?
C4H7NO2


What did the fourth record say?
Computed, not measured: an isolated molecule of C4H7NO2, with ωB97M-V/def2-TZVPD.

Calculated values
Gap between HOMO and LUMO (eV): 10.8
E (eV): -9843.72082
Energy above the lowest of the compared OMol25 structures with the same formula, charge and spin (eV): 3.559
SMILES: C/C(=N\O)[C@H]1CO1

XYZ file:
```
14
Properties=species:S:1:pos:R:3:forces:R:3
C -1.297 -1.157 -0.156 0.0 0.0 0.0
C -0.386 0.034 -0.103 0.0 0.3 0.1
N -0.684 1.156 0.431 0.3 -0.5 -0.3
O -1.969 1.152 0.947 -0.3 0.2 0.2
C 0.983 -0.039 -0.698 -0.1 0.1 -0.1
C 2.134 0.459 0.047 0.1 0.3 0.1
O 1.889 -0.938 -0.071 0.0 -0.2 0.1
H -2.246 -0.896 -0.635 0.1 0.0 0.1
H -0.830 -1.987 -0.691 0.0 0.2 0.1
H -1.536 -1.485 0.862 0.0 0.0 -0.1
H -2.051 2.045 1.305 -0.1 -0.2 0.0
H 1.025 -0.058 -1.790 0.0 0.0 0.2
H 3.006 0.835 -0.485 -0.1 -0.1 0.0
H 1.964 0.877 1.038 0.0 -0.1 -0.2
```
Positions in Å, forces in eV/Å.

Here are the Löwdin charges for atoms 1 to 2, given in e: number 1, C, carries -0.0162; number 2, C, carries -0.3000


Please write out number 1 again, unchanged.
Computed, not measured: an isolated molecule of C4H7NO2, with ωB97M-V/def2-TZVPD.

Calculated values
Gap between HOMO and LUMO (eV): 10.6
E (eV): -9845.16363
Energy above the lowest of the compared OMol25 structures with the same formula, charge and spin (eV): 2.116
SMILES: [H]/N=C(\C)OCC=O

XYZ file:
```
14
Properties=species:S:1:pos:R:3:forces:R:3
C 0.458 -0.542 -1.175 0.0 -0.1 -0.1
C -0.377 -1.071 -0.006 -0.2 -0.3 -0.2
N -1.334 -1.887 -0.082 0.3 0.3 -0.2
O -0.002 -0.697 1.260 0.1 -0.1 -0.1
C 0.475 0.621 1.354 0.1 0.2 0.0
C -0.340 1.545 0.459 -0.3 0.1 0.1
O -1.487 1.318 0.169 0.6 0.4 0.2
H 1.270 -1.248 -1.375 -0.1 0.0 0.0
H -0.164 -0.448 -2.069 0.0 -0.2 0.2
H 0.935 0.436 -1.039 -0.1 -0.3 0.1
H -1.541 -2.083 -1.058 0.1 -0.2 0.0
H 0.352 0.956 2.391 -0.1 -0.1 -0.1
H 1.550 0.683 1.126 -0.2 0.1 -0.1
H 0.205 2.416 0.043 -0.1 0.1 0.2
```
Positions in Å, forces in eV/Å.

Here are the Löwdin charges for atoms 1 to 2, given in e: number 1, C, carries -0.0097; number 2, C, carries -0.4972